ORCA calculation (ωB97M-V/def2-TZVPD) on a gas-phase ion, C3H3N2O2S (charge +1) in a non-equilibrium geometry.

For the HOMO energy (alpha / beta), the calculation gives -14.117 / -14.112 eV. As for the charge: +1. The value obtained for the energy above the lowest of the compared OMol25 structures with the same formula, charge and spin is 69.7 kcal per mole. As for the HOMO-LUMO gap (alpha / beta): 8.486 / 8.483 eV. The lowest unoccupied orbital energy (alpha / beta) is -0.2069 / -0.2069 Eh. The value obtained for the total energy is -21058.5379 eV.

Structure (XYZ):
```
11
Properties=species:S:1:pos:R:3:lowdin_charge:R:1
C 0.9924 1.2610 -0.3885 -0.1466
C -0.8731 -0.0257 -1.3034 -0.0805
C 0.9300 -0.1934 2.0823 -0.5864
N 0.0492 0.9050 -1.0444 0.1022
N -1.1042 -1.0455 -0.5148 -0.0401
O 0.2771 -0.4165 2.9862 0.2619
O -0.4627 -1.3249 0.5131 -0.0550
S 2.0434 0.1773 1.0132 1.0888
H 1.5277 2.1902 -0.4057 0.1019
H -1.4715 0.1279 -2.1895 0.1489
H -1.9083 -1.6555 -0.7484 0.2049
```